Record 1
A structure of composition C12H37Ag2O14 in a non-equilibrium geometry. Source: OMol25; level of theory: ωB97M-V/def2-TZVPD.

As for the HOMO energy: -11.76 eV. As for the energy above the lowest of the compared OMol25 structures with the same formula, charge and spin: 0.0 kcal/mol. For the frontier orbital gap, the calculation gives 7.25 eV. Its total energy is -1826.37792 Eh. Its net charge is +1. As for the LUMO energy: -4.512 eV.

Atoms and positions in Å:
Ag 0.99 -2.36 -2.69
Ag -2.52 -1.20 -2.31
O 0.23 -0.47 0.76
C -0.69 -1.05 -0.05
O -0.38 -0.99 -1.32
O -1.70 -1.63 0.41
H 0.97 -0.18 0.15
C 0.05 -1.36 4.42
O 0.89 -0.76 3.48
H -0.55 -2.15 3.99
H 0.65 -1.70 5.26
H -0.63 -0.64 4.91
H 0.47 -0.60 2.62
C 0.48 1.09 -3.97
O 0.99 2.10 -3.18
H 1.26 0.38 -4.26
H -0.36 0.55 -3.50
H 0.05 1.40 -4.94
H 0.31 2.80 -3.09
C -3.05 -3.54 3.38
O -3.09 -3.60 1.99
H -3.41 -2.60 3.83
H -3.69 -4.33 3.77
H -2.03 -3.71 3.75
H -2.65 -2.83 1.60
C -2.25 3.43 -1.69
C -2.13 1.97 -1.36
O -2.99 1.18 -2.15
O -1.86 3.75 -3.01
H -1.67 4.05 -1.01
H -3.29 3.78 -1.57
H -2.25 1.82 -0.28
H -1.09 1.65 -1.50
H -3.90 1.34 -1.86
H -2.59 3.47 -3.59
C -1.96 1.48 2.77
C -2.14 2.95 3.07
O -3.03 3.27 4.17
O -3.13 0.94 2.09
H -1.60 0.89 3.62
H -1.13 1.51 2.03
H -2.55 3.43 2.18
H -1.13 3.33 3.30
H -2.80 2.68 4.90
H -2.97 0.02 1.85
C 4.26 2.15 -1.53
C 3.50 1.50 -0.42
O 2.36 0.74 -0.84
O 3.62 3.33 -1.99
H 4.33 1.47 -2.40
H 5.29 2.33 -1.26
H 3.16 2.30 0.25
H 4.10 0.82 0.18
H 1.92 1.16 -1.59
H 2.85 3.07 -2.52
C 2.76 -4.58 -1.87
C 3.22 -3.44 -0.97
O 2.02 -2.70 -0.58
O 2.34 -4.03 -3.17
H 1.87 -5.02 -1.40
H 3.52 -5.35 -1.97
H 3.96 -2.81 -1.47
H 3.75 -3.90 -0.12
H 1.92 -2.73 0.39
H 3.13 -3.88 -3.70

Atomic partial charges in e from the Löwdin method, atoms 1 to 2: 0.831 0.842

Record 2
A structure of composition C12H37AgBN3O3 in a non-equilibrium geometry. Source: OMol25; level of theory: ωB97M-V/def2-TZVPD.

As for the HOMO energy (alpha / beta): 0.59 / -5.70 eV. As for the energy above the lowest of the compared OMol25 structures with the same formula, charge and spin: 0.0 kcal/mol. Its expectation value of S² is 0.7504. For the frontier orbital gap (alpha / beta), the calculation gives 2.29 / 8.54 eV. Its total energy is -1040.98819 Eh. Its net charge is -1. As for the multiplicity: 2. As for the LUMO energy (alpha / beta): 2.873 / 2.841 eV.

Atoms and positions in Å:
Ag -1.36 0.48 -0.09
B -3.16 1.95 1.07
H -4.07 2.44 1.36
H -3.36 0.95 0.73
H -2.78 2.60 0.29
H -2.43 1.99 1.87
C -0.31 -0.51 -3.28
C -0.86 0.89 -3.21
C -2.39 0.82 -3.41
O -2.98 0.02 -2.44
C -4.41 -0.14 -2.49
N -0.38 1.58 -2.02
H -0.48 -1.07 -2.35
H 0.77 -0.53 -3.38
H -0.66 -1.24 -4.02
H -0.44 1.39 -4.08
H -2.59 0.40 -4.39
H -2.82 1.82 -3.46
H -4.99 0.69 -2.90
H -4.82 -0.26 -1.49
H -4.72 -1.08 -2.93
H 0.62 1.68 -2.06
H -0.79 2.51 -2.03
C 0.47 1.28 3.26
C 1.38 1.74 2.06
C 2.86 1.21 2.14
O 3.52 1.80 1.05
C 4.85 1.39 1.06
N 0.75 1.38 0.84
H 0.99 1.43 4.21
H 0.38 0.20 3.16
H -0.48 1.81 3.26
H 1.40 2.83 2.09
H 2.87 0.12 2.03
H 3.24 1.58 3.09
H 5.01 0.35 1.35
H 5.52 1.96 1.70
H 5.17 1.63 0.04
H 1.12 0.50 0.53
H 1.18 1.97 0.14
C -0.59 -3.51 2.36
C -0.21 -2.30 1.48
C 1.09 -2.41 0.63
O 1.61 -1.17 0.16
C 2.63 -1.40 -0.89
N -1.28 -1.93 0.59
H -1.64 -3.57 2.64
H 0.02 -3.62 3.25
H -0.34 -4.33 1.69
H -0.18 -1.49 2.21
H 0.89 -3.02 -0.25
H 1.90 -2.90 1.16
H 3.39 -2.10 -0.55
H 3.23 -0.52 -1.13
H 2.13 -1.68 -1.82
H -2.10 -1.92 1.19
H -1.38 -2.72 -0.03

Atomic partial charges in e from the Löwdin method, atoms 1 to 2: 0.686 -0.466

Record 3
A structure of composition C12H37N2O3PSi2 in a non-equilibrium geometry. Source: OMol25; level of theory: ωB97M-V/def2-TZVPD.

As for the HOMO energy: -8.03 eV. For the frontier orbital gap, the calculation gives 8.12 eV. Its total energy is -1735.01249 Eh. As for the LUMO energy: 0.097 eV.

Atoms and positions in Å:
O 0.65 0.57 1.83
P -0.17 1.65 0.82
O 1.01 2.78 0.41
Si -1.47 2.70 2.30
O -3.04 2.05 2.42
Si -3.51 0.92 1.23
H 0.88 -0.15 1.28
H 1.18 3.37 1.14
H -0.86 2.59 3.64
H -1.48 4.14 1.96
H -2.53 -0.15 1.00
H -3.93 1.57 -0.03
H -4.73 0.26 1.75
C -5.59 -4.09 0.35
C -4.10 -4.11 0.66
N -3.78 -3.68 2.01
C -2.36 -3.44 2.22
C -1.41 -4.64 2.11
C -4.46 -4.39 3.08
C -4.26 -5.91 3.17
H -6.01 -3.10 0.54
H -5.75 -4.34 -0.70
H -6.14 -4.82 0.95
H -3.60 -3.42 -0.04
H -3.70 -5.11 0.44
H -2.22 -2.97 3.20
H -2.04 -2.69 1.49
H -1.47 -5.29 2.99
H -0.38 -4.29 2.05
H -1.60 -5.24 1.22
H -5.53 -4.20 2.98
H -4.18 -3.94 4.03
H -4.32 -6.40 2.19
H -5.04 -6.35 3.80
H -3.31 -6.17 3.62
C 6.20 2.34 -4.26
C 5.74 3.53 -3.44
N 4.32 3.80 -3.54
C 3.93 5.08 -2.97
C 4.10 5.28 -1.46
C 3.45 2.67 -3.23
C 3.57 2.04 -1.83
H 5.92 2.46 -5.31
H 7.28 2.25 -4.21
H 5.78 1.40 -3.90
H 6.28 4.41 -3.80
H 6.06 3.38 -2.39
H 2.89 5.27 -3.24
H 4.50 5.85 -3.49
H 3.34 4.75 -0.89
H 4.01 6.34 -1.22
H 5.08 4.96 -1.11
H 3.62 1.89 -3.97
H 2.42 2.98 -3.39
H 4.61 1.90 -1.53
H 3.10 1.06 -1.84
H 3.06 2.63 -1.08

Atomic partial charges in e from the Löwdin method, atoms 1 to 2: -0.346 0.649

Record 4
A structure of composition C12H38AgN10O6 in a non-equilibrium geometry. Source: OMol25; level of theory: ωB97M-V/def2-TZVPD.

As for the HOMO energy: -10.67 eV. As for the energy above the lowest of the compared OMol25 structures with the same formula, charge and spin: 0.0 kcal/mol. For the frontier orbital gap, the calculation gives 8.87 eV. Its total energy is -1625.97508 Eh. Its net charge is +1. As for the LUMO energy: -1.797 eV.

Atoms and positions in Å:
Ag 3.24 3.70 -7.17
C 6.04 1.71 -9.07
C 6.31 2.73 -7.95
C 7.80 3.10 -7.86
O 8.68 2.03 -8.02
C 8.91 1.32 -6.83
N 5.48 3.93 -8.16
H 4.98 1.45 -9.06
H 6.64 0.83 -8.86
H 6.30 2.10 -10.05
H 5.93 2.21 -7.06
H 7.97 3.63 -6.92
H 7.98 3.81 -8.68
H 8.03 0.70 -6.57
H 9.10 1.97 -5.97
H 9.76 0.65 -6.95
H 5.71 4.60 -7.43
H 5.83 4.39 -9.00
C -0.89 3.08 -7.50
C -0.51 3.98 -6.33
C -1.51 3.78 -5.19
O -0.95 4.23 -3.97
C -1.85 4.13 -2.90
N 0.88 3.73 -5.90
H -1.23 2.08 -7.19
H -0.10 2.89 -8.22
H -1.72 3.52 -8.07
H -0.59 5.00 -6.69
H -1.77 2.71 -5.06
H -2.47 4.28 -5.36
H -1.31 4.14 -1.97
H -2.45 3.20 -2.96
H -2.60 4.93 -2.94
H 0.96 4.16 -4.98
H 0.94 2.73 -5.69
C 1.12 5.29 -9.43
O 1.96 4.40 -9.40
N 0.21 5.37 -10.45
N 1.04 6.25 -8.48
H 0.20 4.69 -11.19
H -0.43 6.14 -10.57
H 1.80 6.27 -7.82
H 0.28 6.91 -8.44
C 2.29 0.78 -8.07
O 2.76 1.32 -7.06
N 2.07 -0.58 -8.08
N 2.04 1.43 -9.24
H 1.47 -0.98 -8.78
H 2.12 -1.03 -7.19
H 2.08 2.44 -9.34
H 1.72 0.87 -10.00
C 4.24 2.70 -3.76
O 4.16 3.16 -4.89
N 3.15 2.27 -3.07
N 5.45 2.60 -3.13
H 3.14 2.10 -2.08
H 2.28 2.28 -3.57
H 6.20 3.01 -3.65
H 5.57 2.15 -2.24
C 3.37 7.22 -6.10
O 3.36 6.04 -6.44
N 2.70 7.66 -5.00
N 4.06 8.17 -6.81
H 2.23 6.96 -4.45
H 2.70 8.62 -4.70
H 3.89 9.15 -6.68
H 4.62 7.86 -7.58

Atomic partial charges in e from the Löwdin method, atoms 1 to 2: 0.725 -0.038

Record 5
A cluster of 5 separate species, C12H38ClN4O4 in total in a non-equilibrium geometry. Source: OMol25; level of theory: ωB97M-V/def2-TZVPD.

As for the HOMO energy: -9.25 eV. As for the energy above the lowest of the compared OMol25 structures with the same formula, charge and spin: 0.0 kcal/mol. For the frontier orbital gap, the calculation gives 5.12 eV. Its total energy is -1459.57923 Eh. Its net charge is +1. As for the LUMO energy: -4.129 eV.

Atoms and positions in Å:
N -2.89 -2.15 4.07
H -3.89 -2.22 4.15
H -2.50 -1.82 4.94
H -2.72 -1.42 3.39
H -2.45 -2.99 3.71
N -1.28 -2.48 -0.21
H -1.97 -2.74 -0.90
H -1.45 -3.15 0.52
H -1.59 -1.55 0.05
H -0.39 -2.67 -0.65
Cl -1.95 0.92 1.01
O -2.32 0.87 -0.39
O -2.45 -0.30 1.71
O -0.50 1.03 1.18
O -2.60 2.05 1.63
C -3.40 -5.53 -3.36
C -2.68 -4.70 -2.19
N -2.95 -3.18 -2.19
C -4.38 -2.89 -1.82
C -4.64 -2.97 -0.26
C -2.64 -2.54 -3.48
C -2.47 -1.00 -3.40
H -2.99 -6.53 -3.44
H -3.18 -5.14 -4.36
H -4.46 -5.64 -3.15
H -3.02 -5.28 -1.34
H -1.63 -4.84 -2.44
H -4.63 -1.90 -2.19
H -4.91 -3.67 -2.36
H -4.47 -4.00 0.04
H -3.89 -2.43 0.30
H -5.70 -2.76 -0.11
H -3.26 -2.82 -4.33
H -1.65 -2.87 -3.80
H -1.99 -0.64 -4.31
H -1.74 -0.77 -2.62
H -3.42 -0.50 -3.21
C 5.88 5.49 3.00
C 4.52 5.08 2.47
N 4.58 4.14 1.29
C 3.29 3.56 0.89
C 2.86 2.33 1.80
C 5.34 4.70 0.07
C 6.54 3.82 -0.22
H 6.40 6.23 2.39
H 6.58 4.69 3.22
H 5.68 6.00 3.94
H 4.09 4.50 3.29
H 3.87 5.95 2.36
H 2.59 4.40 0.92
H 3.33 3.15 -0.12
H 3.00 1.39 1.28
H 3.48 2.20 2.69
H 1.82 2.47 2.09
H 5.72 5.69 0.35
H 4.75 4.77 -0.84
H 6.32 2.88 -0.74
H 7.14 3.51 0.63
H 7.23 4.30 -0.91

Atomic partial charges in e from the Löwdin method, atoms 1 to 2: 0.350 0.159

Record 6
A structure of composition C12H38Fe2O8 in a non-equilibrium geometry. Source: OMol25; level of theory: ωB97M-V/def2-TZVPD.

As for the HOMO energy (alpha / beta): -14.77 / -14.77 eV. As for the energy above the lowest of the compared OMol25 structures with the same formula, charge and spin: 0.0 kcal/mol. Its expectation value of S² is 20.0133. For the frontier orbital gap (alpha / beta), the calculation gives 8.18 / 7.71 eV. Its total energy is -3608.79010 Eh. Its net charge is +2. As for the multiplicity: 9. As for the LUMO energy (alpha / beta): -6.590 / -7.061 eV.

Atoms and positions in Å:
Fe -2.09 -0.86 1.64
Fe -2.30 1.56 -0.28
O -3.47 0.44 0.93
H -4.42 0.38 0.84
O -0.92 0.29 0.46
H -0.15 -0.03 -0.03
C -3.08 4.63 2.60
C -2.03 4.29 1.60
O -1.90 2.85 1.44
H -3.19 5.71 2.66
H -2.80 4.26 3.59
H -4.01 4.14 2.32
H -1.06 4.72 1.83
H -2.37 4.65 0.63
H -1.80 2.45 2.30
C 1.48 -3.32 2.04
C 0.39 -2.70 1.24
O -0.79 -2.39 2.15
H 1.29 -4.37 2.23
H 1.56 -2.80 3.00
H 2.45 -3.11 1.60
H -0.08 -3.39 0.55
H 0.65 -1.76 0.78
H -0.66 -2.92 2.95
C 3.09 -0.22 1.50
C 3.87 0.99 0.98
O 4.59 0.53 -0.15
H 2.40 0.12 2.28
H 3.78 -0.95 1.92
H 2.52 -0.60 0.65
H 4.57 1.32 1.74
H 3.14 1.76 0.70
H 5.06 1.27 -0.55
C -2.75 -4.02 -1.59
C -3.09 -3.48 -0.23
O -2.57 -2.11 -0.08
H -1.67 -4.03 -1.76
H -3.25 -3.47 -2.39
H -3.02 -5.07 -1.67
H -2.57 -4.07 0.52
H -4.16 -3.44 -0.07
H -2.88 -1.57 -0.81
C 2.57 -1.25 -2.54
C 1.72 -0.68 -3.65
O 0.86 -1.64 -4.27
H 1.93 -1.37 -1.65
H 3.36 -0.55 -2.27
H 3.01 -2.20 -2.83
H 2.30 -0.22 -4.45
H 1.10 0.16 -3.30
H 0.10 -1.80 -3.70
C 1.33 2.15 -1.44
C 0.33 3.07 -0.77
O -1.02 2.86 -1.32
H 1.14 2.22 -2.52
H 1.25 1.13 -1.10
H 2.34 2.53 -1.28
H 0.58 4.11 -0.98
H 0.27 2.88 0.29
H -0.96 2.98 -2.27

Atomic partial charges in e from the Löwdin method, atoms 1 to 2: 0.991 0.989

Record 7
A structure of composition C12H38N10O14Zn in a non-equilibrium geometry. Source: OMol25; level of theory: ωB97M-V/def2-TZVPD.

As for the HOMO energy: -8.96 eV. For the frontier orbital gap, the calculation gives 7.22 eV. Its total energy is -3860.37807 Eh. As for the LUMO energy: -1.740 eV.

Atoms and positions in Å:
Zn 9.31 3.68 -12.18
C 10.90 1.93 -11.54
O 9.99 2.38 -10.82
O 11.80 1.17 -11.17
O 10.88 2.57 -12.56
C 12.50 -0.35 -15.80
O 12.61 -0.57 -16.98
N 11.75 0.56 -15.29
N 13.20 -1.05 -14.93
H 11.14 1.15 -15.85
H 11.50 0.80 -14.34
H 13.22 -0.88 -13.93
H 14.03 -1.52 -15.28
C 14.58 2.20 -13.49
O 15.62 2.42 -14.09
N 14.39 1.19 -12.76
N 13.58 3.07 -13.45
H 13.56 1.03 -12.21
H 15.14 0.54 -12.91
H 13.68 4.06 -13.60
H 12.62 2.85 -13.24
C 8.71 -2.19 -11.17
O 9.03 -3.27 -11.60
N 9.11 -1.10 -11.67
N 8.01 -2.09 -10.08
H 9.61 -1.23 -12.53
H 9.05 -0.13 -11.41
H 7.75 -1.16 -9.79
H 7.67 -2.92 -9.63
C 11.02 5.40 -10.41
O 10.15 5.28 -11.21
N 11.96 6.31 -10.34
N 11.19 4.51 -9.40
H 12.04 6.98 -11.09
H 12.77 6.06 -9.79
H 10.87 3.61 -9.71
H 11.84 4.55 -8.63
C 9.42 5.49 -14.80
O 9.52 4.83 -13.81
N 8.96 6.68 -14.88
N 9.91 5.10 -15.89
H 9.07 7.16 -15.76
H 8.98 7.15 -13.98
H 10.08 5.66 -16.71
H 10.07 4.11 -16.02
C 13.16 -2.04 -11.07
C 12.58 -2.84 -9.88
O 11.55 -3.80 -10.24
O 12.08 -1.51 -11.78
H 13.70 -2.67 -11.78
H 13.85 -1.23 -10.85
H 12.13 -2.19 -9.13
H 13.32 -3.46 -9.38
H 10.91 -3.32 -10.77
H 11.98 -0.60 -11.50
C 14.98 3.99 -8.35
C 14.50 2.99 -9.37
O 13.54 2.07 -8.92
O 13.92 4.84 -7.79
H 15.72 4.66 -8.78
H 15.43 3.47 -7.50
H 15.17 2.34 -9.92
H 13.92 3.55 -10.10
H 13.07 1.71 -9.67
H 14.29 5.61 -7.35
C 8.92 0.33 -7.67
C 10.15 -0.55 -7.55
O 11.28 0.19 -8.09
O 8.57 0.74 -9.00
H 8.93 1.25 -7.10
H 8.01 -0.20 -7.40
H 9.98 -1.46 -8.14
H 10.32 -0.85 -6.52
H 11.22 0.08 -9.05
H 9.21 1.36 -9.37

Atomic partial charges in e from the Löwdin method, atoms 1 to 2: 0.999 -0.984

Record 8
A cluster of 9 separate species, C12H39NO8 in total in a non-equilibrium geometry. Source: OMol25; level of theory: ωB97M-V/def2-TZVPD.

As for the HOMO energy: -9.60 eV. As for the energy above the lowest of the compared OMol25 structures with the same formula, charge and spin: 103.3 kcal/mol. Its SMILES is CCCC#N.CO.CO.CO.CO.CO.CO.CO.CO. For the frontier orbital gap, the calculation gives 9.82 eV. Its total energy is -1137.09459 Eh. As for the LUMO energy: 0.214 eV.

Atoms and positions in Å:
C 3.01 0.35 3.26
O 3.49 1.53 3.87
H 1.95 0.12 3.40
H 3.26 0.29 2.20
H 3.53 -0.49 3.71
H 3.17 1.48 4.77
C -1.02 3.15 3.22
O 0.12 2.37 3.45
H -1.03 3.61 2.24
H -1.95 2.63 3.43
H -0.99 4.05 3.84
H 0.88 2.95 3.37
C 0.09 -0.27 -3.27
O 0.22 -1.71 -3.25
H -0.75 0.17 -2.74
H 1.05 0.10 -2.90
H 0.04 -0.02 -4.33
H 0.60 -1.91 -2.40
C 4.22 0.01 -3.02
O 4.02 1.01 -2.09
H 3.66 0.24 -3.93
H 5.29 -0.11 -3.17
H 3.79 -0.92 -2.63
H 4.29 1.80 -2.56
C 0.66 -3.33 -0.34
O 1.33 -2.29 -0.96
H 0.34 -3.12 0.68
H -0.16 -3.73 -0.94
H 1.39 -4.14 -0.22
H 2.18 -2.26 -0.51
C 0.11 5.11 -0.51
O 0.96 4.61 -1.53
H -0.33 6.10 -0.64
H -0.75 4.45 -0.41
H 0.65 5.02 0.44
H 1.01 3.67 -1.34
C 0.89 1.13 0.04
O 1.56 1.99 -0.88
H -0.14 0.93 -0.25
H 1.35 0.14 0.12
H 0.96 1.49 1.06
H 2.28 1.52 -1.31
C -1.70 -1.06 2.80
O -1.65 -2.45 3.21
H -1.24 -0.47 3.60
H -1.17 -0.88 1.87
H -2.71 -0.67 2.72
H -2.56 -2.75 3.16
C -2.74 -1.79 -0.32
C -3.07 -2.39 -1.75
C -4.33 -3.26 -1.79
C -5.49 -2.63 -1.20
N -6.44 -2.07 -0.71
H -1.78 -1.29 -0.42
H -2.77 -2.60 0.42
H -3.46 -1.03 -0.01
H -2.25 -3.04 -2.08
H -3.08 -1.55 -2.45
H -4.26 -4.19 -1.22
H -4.52 -3.59 -2.81

Atomic partial charges in e from the Löwdin method, atoms 1 to 2: -0.186 -0.104